(1)
Below is a cluster of 10 separate species, C40H60O30 in total at a distorted geometry, with properties calculated with the ωB97M-V functional and the def2-TZVPD basis.

XYZ file:
```
130
C40H60O30 (the ωB97M-V functional and the def2-TZVPD basis)
C 66.68000 37.33900 74.55900
C 66.53100 37.03500 73.00800
C 65.00600 36.95900 72.61400
O 64.87400 38.10000 71.70800
C 66.03100 38.62100 71.53600
O 66.30800 39.63300 70.73400
O 67.02100 38.02900 72.20000
H 67.60800 37.45500 74.66200
H 66.18100 36.68000 75.32100
H 66.12800 38.21300 74.96100
H 66.89300 36.03000 72.74200
H 64.30900 37.00000 73.46600
H 64.99300 35.99100 72.15800
C 62.29000 32.13700 74.46400
C 62.98200 33.27200 73.75300
C 62.55700 33.56400 72.25600
O 61.84300 34.84500 72.41600
C 61.84400 35.20600 73.62600
O 61.20200 36.12700 74.05600
O 62.56800 34.42400 74.38900
H 62.66600 32.09100 75.50300
H 62.56500 31.26400 73.91000
H 61.21700 32.21000 74.26400
H 64.11200 33.20400 73.88200
H 61.82600 33.00700 71.74600
H 63.40200 33.43700 71.46700
C 59.18300 36.63500 63.43700
C 59.91000 36.47000 64.90900
C 61.38000 36.89900 64.75900
O 61.28900 38.01400 65.70600
C 60.17800 38.18800 66.23100
O 59.71600 39.12500 66.87700
O 59.30200 37.24200 65.78800
H 58.19100 36.33200 63.39700
H 59.50000 35.91100 62.53600
H 59.29700 37.63100 63.03000
H 59.97700 35.46700 64.90400
H 61.37600 37.20000 63.66100
H 61.97600 36.24800 65.24700
C 64.38400 33.60200 63.16300
C 63.40800 34.45200 62.38000
C 63.41500 34.08700 60.87700
O 62.16700 33.40700 60.77100
C 61.44400 33.47300 61.76400
O 60.34200 32.93200 61.89100
O 62.03300 34.15700 62.80600
H 65.30600 33.64200 62.70700
H 64.03900 32.55500 63.04300
H 64.40000 33.84400 64.10600
H 63.71700 35.56000 62.74000
H 64.09100 33.32400 60.55700
H 63.67600 34.84000 60.39900
C 60.23200 40.18200 72.33900
C 60.89100 38.88000 71.71300
C 60.30700 38.24500 70.55500
O 61.24400 38.46700 69.52700
C 62.31900 39.07000 69.92500
O 63.27600 39.48800 69.29700
O 62.15500 39.32100 71.31600
H 59.24000 39.98200 72.94400
H 59.95100 40.79300 71.54600
H 60.85200 40.76500 72.95300
H 61.02700 38.10500 72.48600
H 59.37300 38.74200 70.33700
H 60.14200 37.15300 70.72200
C 69.78100 34.34300 71.33100
C 69.33500 33.21600 70.37900
C 68.81800 33.60200 69.06300
O 69.86400 33.33700 68.11300
C 70.79300 32.68400 68.64700
O 71.87800 32.42000 68.11700
O 70.64200 32.53800 70.03800
H 70.73600 34.98200 70.97400
H 69.87900 34.16800 72.38500
H 68.77200 35.05700 71.40900
H 68.60100 32.64500 70.85500
H 68.55200 34.61700 68.87400
H 67.83900 33.04600 68.69900
C 62.57500 35.40300 68.46200
C 63.65700 34.38600 68.83300
C 64.69600 33.99900 67.70300
O 65.87800 34.53500 68.19500
C 65.63000 35.09000 69.39000
O 66.58100 35.62800 70.14800
O 64.43300 34.98400 69.86300
H 62.03900 35.26600 67.56300
H 63.03000 36.42100 68.29700
H 61.97600 35.81100 69.33400
H 63.08600 33.53900 69.01900
H 64.45300 34.56500 66.84700
H 64.75600 32.85600 67.48100
C 60.78200 32.78000 65.84000
C 61.14800 31.33800 65.84400
C 61.36400 30.79100 64.49400
O 62.75400 30.53900 64.24800
C 63.31500 30.82800 65.38500
O 64.53100 30.75200 65.65000
O 62.50800 31.36400 66.25600
H 60.49500 33.13900 66.81700
H 59.82500 32.88400 65.22800
H 61.46600 33.36200 65.35600
H 60.63200 30.72600 66.52400
H 60.81900 31.60700 63.92300
H 60.76400 30.04000 64.38300
C 66.39400 29.02900 69.03100
C 66.11000 30.47600 69.00300
C 64.55400 30.51700 69.13400
O 64.46100 31.31600 70.32900
C 65.62800 31.70700 70.74200
O 65.83100 32.44500 71.68000
O 66.62900 31.24300 70.07000
H 66.38300 28.65900 67.94100
H 65.75100 28.40300 69.65600
H 67.43600 28.92000 69.27000
H 66.30100 30.77700 67.94500
H 64.06900 29.79000 68.95100
H 64.01200 31.16800 68.21000
C 67.48900 34.10700 65.05300
C 67.41700 35.62800 65.17300
C 68.12300 36.50800 64.07800
O 67.14800 37.27000 63.57900
C 65.94600 36.95400 64.02900
O 64.89000 37.46400 63.69500
O 66.11300 36.15000 65.03700
H 66.68900 33.66800 65.55400
H 68.29000 33.65600 65.69800
H 67.50400 34.09700 63.95900
H 67.62600 36.11900 66.11200
H 68.59600 35.81900 63.27900
H 68.98700 37.05500 64.26800
```

Properties
2S+1: 1
E_tot: -103865.690 eV
LUMO energy: -0.43 eV
Net charge: 0
ΔE to the lowest compared entry with this formula, charge and spin: 1549.5 kJ/mol



(2)
Below is an isolated molecule of C4H4N2O2 at a distorted geometry, with properties calculated with the ωB97M-V functional and the def2-TZVPD basis.

XYZ file:
```
12
C4H4N2O2 (the ωB97M-V functional and the def2-TZVPD basis)
C 1.16643 -0.35986 -0.00958
C 1.02092 0.97789 0.03815
C -0.32104 1.51649 -0.10518
C -1.22404 -0.61058 0.00745
H 2.11741 -1.90028 -0.10937
H 1.84929 1.64792 0.09310
H -0.50654 2.58544 -0.07348
H -2.97648 -1.00686 0.03275
N -1.45781 0.76655 0.10831
N -2.12349 -1.48237 -0.08548
O 2.32694 -0.99767 -0.02707
O 0.12841 -1.13666 0.13039
```

Properties
2S+1: 1
E_tot: -11286.607 eV
LUMO energy: 0.05 eV
Net charge: 0
ΔE to the lowest compared entry with this formula, charge and spin: 186.4 kJ/mol



(3)
Below is a structure of composition C34H44BN6NiO2S3, with properties calculated with the ωB97M-V functional and the def2-TZVPD basis.

XYZ file:
```
91
C34H44BN6NiO2S3 (the ωB97M-V functional and the def2-TZVPD basis)
Ni -0.65555 0.59906 -0.40457
C -3.73988 -3.33080 1.01640
C -2.95188 -2.42584 1.90504
C -3.02845 -2.45089 3.26138
C -2.28030 -1.53269 4.04915
N -1.46054 -0.69438 3.48635
N -1.36076 -0.68763 2.14939
B -0.33568 0.31522 1.61261
N 1.11506 -0.16172 1.57546
N 1.46672 -1.20617 2.33590
C 2.73811 -1.47510 2.43728
C 3.71132 -0.66634 1.78574
C 3.34814 0.38765 1.00812
C 4.31603 1.26068 0.28003
C 1.95047 0.61954 0.87983
S 1.25660 1.82694 -0.10894
C 3.15466 -2.67928 3.26215
C 4.11766 -2.21710 4.36497
C 1.94092 -3.34656 3.90371
C 3.86149 -3.67991 2.33710
N -0.45050 1.62814 2.39717
N 0.30000 1.80718 3.48192
C 0.05424 2.86077 4.21151
C -0.98446 3.76565 3.85707
C -1.73343 3.58606 2.73350
C -2.82279 4.50520 2.28843
C -1.40340 2.44539 1.95668
S -2.10439 2.00741 0.45933
C 0.91455 3.08975 5.44121
C 1.91573 1.94997 5.62272
C 0.01109 3.16973 6.67940
C 1.67189 4.41331 5.26239
C -2.08785 -1.44644 1.32270
S -1.99054 -1.18953 -0.34824
C -2.38190 -1.43069 5.56730
C -2.77176 0.00801 5.93109
C -3.42440 -2.39463 6.13113
C -1.00893 -1.75552 6.16817
H -4.38554 -3.98237 1.60072
H -3.07084 -3.94388 0.40952
H -4.35082 -2.74841 0.32462
H -3.69149 -3.15581 3.74284
H 4.76018 -0.90890 1.89782
H 5.33978 0.93711 0.45384
H 4.21232 2.29814 0.60339
H 4.10887 1.23928 -0.79123
H 3.65203 -1.46053 4.99979
H 5.04270 -1.80481 3.95950
H 4.38657 -3.06740 4.99251
H 1.42823 -2.66002 4.57652
H 2.27166 -4.21442 4.47569
H 1.22525 -3.67946 3.15171
H 4.74185 -3.24413 1.86137
H 3.18739 -4.03013 1.55370
H 4.19115 -4.54385 2.91536
H -1.16762 4.62842 4.48470
H -2.87052 5.39036 2.91849
H -3.78714 3.99464 2.32646
H -2.66264 4.81221 1.25377
H 1.40918 0.98880 5.72066
H 2.49884 2.12943 6.52662
H 2.60082 1.88296 4.77693
H -0.54257 2.23970 6.82095
H -0.70479 3.99063 6.61718
H 0.62376 3.33688 7.56588
H 2.30406 4.38464 4.37325
H 2.31012 4.59026 6.12883
H 0.99283 5.26304 5.17299
H -3.76851 0.25259 5.55798
H -2.05928 0.71720 5.50862
H -2.77860 0.12414 7.01613
H -4.42013 -2.19990 5.72762
H -3.47856 -2.26949 7.21252
H -3.16425 -3.43701 5.93645
H -0.25815 -1.04881 5.81160
H -0.69086 -2.76351 5.89538
H -1.05793 -1.69761 7.25657
O -0.85679 0.90272 -2.50948
C 0.02983 0.02842 -2.60939
O 0.49341 -0.49534 -1.52464
C 0.55414 -0.43371 -3.91392
C 1.37391 -1.55550 -3.98579
C 1.84631 -1.97978 -5.21711
C 1.50821 -1.27952 -6.36763
C 0.69358 -0.15722 -6.29328
C 0.21024 0.26574 -5.06603
H 1.62859 -2.08624 -3.07844
H 2.47719 -2.85626 -5.28226
H 1.88029 -1.61132 -7.32820
H 0.43410 0.38491 -7.19264
H -0.43374 1.13057 -4.98324
```

Properties
2S+1: 1
E_tot: -123231.945 eV
LUMO energy (alpha / beta): -3.62 / -3.62 eV
Net charge: +1



(4)
Below is a structure of composition C35H37F5HgOP2Te at a distorted geometry, with properties calculated with the ωB97M-V functional and the def2-TZVPD basis.

XYZ file:
```
82
C35H37F5HgOP2Te (the ωB97M-V functional and the def2-TZVPD basis)
Hg 0.12331 0.09206 2.31205
C -1.71111 0.85933 -4.17991
C -1.70669 -0.42763 -3.82093
C -0.94283 -1.51975 -4.51346
C 0.44511 -1.12338 -5.06090
C 1.27451 -0.30490 -4.11033
C 1.28332 1.03057 -4.04748
C 0.48379 1.95635 -4.91027
C -0.92095 1.46127 -5.31431
C 1.59493 0.56112 3.81684
H -2.39501 1.56601 -3.69260
H -2.38282 -0.76338 -3.02975
H -1.53016 -1.92887 -5.35302
H -0.80822 -2.36130 -3.81867
H 0.99845 -2.04905 -5.27775
H 0.32962 -0.62955 -6.02710
H 1.97634 -0.89249 -3.50442
H 2.01787 1.55330 -3.44028
H 1.04813 2.19642 -5.82851
H 0.37377 2.91391 -4.38191
H -1.47247 2.33677 -5.68759
H -0.83682 0.78878 -6.17241
H 1.29054 1.47743 4.32306
H 2.63024 0.61372 3.48439
H 1.47362 -0.29810 4.46484
P -1.52563 -0.58919 0.71425
P 1.90840 0.04414 0.54171
C -0.46952 -0.76091 -0.71894
C 0.89550 -0.62915 -0.76575
C -2.41364 -2.10761 1.12437
C -2.77986 -2.94387 0.05460
C -3.53279 -4.09242 0.29729
C -3.90020 -4.44069 1.60257
C -3.51001 -3.62730 2.67370
C -2.77059 -2.46921 2.44225
C -2.68392 0.79133 0.59305
C -2.19850 2.11988 0.63098
C -3.08460 3.17756 0.42669
C -4.44492 2.93371 0.19569
C -4.92519 1.61922 0.21558
C -4.06096 0.54988 0.44582
C 3.32707 -0.97817 1.00874
C 3.12249 -2.23685 1.62206
C 4.21688 -3.04031 1.94879
C 5.52223 -2.60979 1.68201
C 5.72530 -1.34145 1.12354
C 4.64557 -0.52059 0.80311
C 2.38852 1.77942 0.32535
C 2.49051 2.69941 1.39554
C 2.93864 3.99788 1.14876
C 3.25085 4.41528 -0.15181
C 3.07098 3.52658 -1.21839
C 2.63647 2.22384 -0.98190
H -1.00949 -0.99162 -1.64528
H 1.42503 -0.95770 -1.66799
H -2.47267 -2.67714 -0.96063
H -3.82095 -4.72215 -0.54250
H -4.48841 -5.34232 1.78289
H -3.77809 -3.90392 3.69598
H -2.45099 -1.85932 3.28569
H -1.14118 2.32384 0.83045
H -2.72242 4.20708 0.44399
H -5.13442 3.76043 0.01061
H -5.98307 1.41495 0.06016
H -4.43833 -0.47434 0.51276
H 2.10966 -2.57135 1.86018
H 4.06463 -4.01386 2.41918
H 6.38001 -3.24700 1.91623
H 6.73713 -0.98347 0.94036
H 4.80724 0.48476 0.40338
H 2.21512 2.38837 2.40531
H 3.04070 4.69914 1.97752
H 3.62733 5.42601 -0.33267
H 3.26529 3.85127 -2.24012
H 2.47500 1.52462 -1.80068
F -1.38827 -2.12934 6.70367
Te -1.28965 -0.44758 5.84877
F -1.97048 0.36542 7.41181
F -1.18838 1.31204 5.10190
F -3.09222 -0.60790 5.26342
F 0.44525 -0.21446 6.60593
O -0.69890 -1.21372 4.30046
```

Properties
2S+1: 1
E_tot: -82572.392 eV
LUMO energy: -0.68 eV
Net charge: 0
ΔE to the lowest compared entry with this formula, charge and spin: 0.0 kJ/mol